(1)
An isolated molecule of C16H14N4OS. Source: OMol25; level of theory: the ωB97M-V functional and the def2-TZVPD basis.

Structure (XYZ):
```
36
Properties=species:S:1:pos:R:3:forces:R:3:nbo_charge:R:1
O -1.2640 0.0262 -0.0673 -4.08 0.96 -0.93 -0.57
C -0.1008 -0.0380 0.0727 -2.71 7.22 7.34 0.63
C 0.7146 0.6956 1.0627 -5.83 5.16 5.99 -0.16
C 1.9718 0.5787 1.3133 0.01 4.23 5.02 0.14
N 2.5870 -0.1610 0.5508 9.65 -2.16 -0.05 -0.46
C 2.0363 -0.9311 -0.1755 -0.68 -3.53 -4.93 0.27
N 0.6590 -0.8620 -0.3686 8.26 -9.20 -8.76 -0.25
N 0.1990 -1.4556 -1.5426 -2.81 -0.82 1.18 -0.24
C 0.7759 -1.9104 -2.5381 -0.79 -1.70 -0.47 0.12
C -0.0766 -2.8219 -3.4949 16.16 5.88 -1.77 -0.01
C -1.1911 -3.0696 -3.2209 -12.91 -3.81 0.09 -0.29
C -1.9313 -3.7010 -4.2014 -6.79 -4.23 -2.24 0.11
N -1.6296 -4.2433 -5.3663 5.37 0.89 2.35 -0.39
C -0.0959 -4.1780 -5.4471 -4.73 3.91 2.43 0.03
C 0.5952 -3.2565 -4.6569 -3.45 -3.53 -0.57 -0.27
H 1.6035 -3.2473 -4.6345 3.27 0.46 -0.53 0.21
H 0.0927 -4.5977 -6.3293 2.02 -1.80 -3.14 0.20
H -3.1690 -4.0666 -4.0372 3.46 1.94 0.18 0.18
H -1.7942 -2.6714 -2.5437 -1.73 1.58 3.72 0.25
H 1.8153 -1.9085 -2.6728 1.75 0.08 -0.52 0.15
H 2.6932 -1.5865 -0.8281 -1.61 0.46 0.67 0.20
S 2.7444 1.5020 2.8285 -1.22 -1.36 -2.65 0.32
C 1.1849 2.1863 2.9813 -2.72 0.61 2.50 -0.18
C 0.1510 1.6456 2.2793 3.24 0.48 -5.65 -0.04
C -1.1062 2.3391 2.0341 -3.23 -8.09 8.04 -0.43
C -1.5690 2.8620 3.4346 -3.59 2.31 0.70 -0.41
C -0.6783 3.9793 3.7705 6.67 0.28 -0.55 -0.39
H -0.2591 4.5907 2.8703 -1.52 -0.81 1.21 0.20
C 0.8099 3.2324 4.1415 1.90 2.89 -5.89 -0.40
H 0.7987 2.6957 5.0047 0.13 -1.04 2.84 0.20
H 1.7773 4.0003 3.9750 -2.74 -1.61 1.32 0.20
H -0.7562 4.6673 4.5970 -0.99 0.02 0.29 0.22
H -1.5669 2.1452 4.3120 -0.11 0.39 -1.36 0.21
H -2.6787 3.4479 3.4653 2.39 -2.18 -0.56 0.20
H -1.5694 2.8829 1.3720 -1.01 2.94 -4.54 0.23
H -1.7730 1.2290 2.0598 0.96 3.15 -0.76 0.22
```
Positions in Å, forces in eV/Å.

Summary:
* HOMO energy: -8.216 eV
* LUMO: -0.42 eV
* gap between HOMO and LUMO: 7.796 eV
* spin multiplicity: 1
* SMILES string: O=c1c2c3c(sc2ncn1/N=C/c1ccncc1)CCCC3



(2)
An isolated molecule of C16H14N4S. Source: OMol25; level of theory: the ωB97M-V functional and the def2-TZVPD basis.

Structure (XYZ):
```
35
Properties=species:S:1:pos:R:3:forces:R:3:nbo_charge:R:1
S 2.9278 -4.2336 -0.5914 0.66 -0.05 0.37 -0.22
N -1.2722 -2.7518 0.7652 -3.67 1.78 -0.24 -0.51
N -2.6771 -0.7899 0.7839 0.35 0.49 0.03 -0.47
C 1.4192 -3.7760 -0.0833 0.68 -1.28 -1.44 0.12
C 0.9622 -2.4327 -0.3016 -0.88 1.84 -0.93 -0.26
C 1.5931 -1.2458 -0.8303 -1.37 -2.89 2.07 0.33
C -2.4845 -2.0856 1.0167 2.69 -0.78 0.63 0.25
C -0.3855 -2.0211 0.0706 2.00 -0.17 0.52 0.25
C -1.6645 -0.0294 0.3420 2.23 -1.77 -1.56 0.24
C -1.9187 4.2120 0.4471 -0.58 0.76 -0.51 -0.21
C -2.7290 3.5116 -0.3750 -2.51 -0.42 -4.09 -0.20
C -1.0192 3.5865 1.2237 -0.01 -1.85 -0.11 -0.21
C -2.6372 2.1332 -0.5402 0.24 -1.10 0.59 -0.19
C -0.9564 2.1624 1.2266 -1.07 2.53 -1.47 -0.21
C -1.7604 1.4173 0.2989 0.32 2.15 1.68 -0.08
C -0.4193 -0.6358 -0.1267 -3.70 1.34 2.05 0.06
N 0.5006 -4.6947 0.3139 1.32 -0.95 1.17 -0.78
N 0.7853 -0.1498 -0.5799 -0.08 -1.70 -0.75 -0.35
C 2.9798 -0.9035 -1.1912 -0.49 0.03 2.30 -0.46
C 1.5868 1.0562 -0.3814 -1.61 0.48 -0.18 -0.20
C 2.8433 0.6614 -1.0591 2.86 -1.96 2.07 -0.42
H -3.2525 -2.5605 1.6880 0.89 0.08 -1.24 0.20
H -1.9324 5.2679 0.4463 -0.24 1.04 -0.05 0.21
H -3.4066 4.0225 -1.1725 1.14 -0.60 1.84 0.22
H -0.4180 4.3107 1.7174 1.00 -0.46 1.14 0.22
H -3.2188 1.5308 -1.2809 0.39 0.92 0.72 0.23
H -0.2354 1.9003 1.9382 0.75 -1.87 0.69 0.22
H -0.3833 -4.2929 0.5393 -0.86 -0.07 0.57 0.42
H 0.8008 -5.5446 0.8695 -0.26 1.59 -1.44 0.41
H 3.6467 -1.4428 -0.4195 -0.82 1.08 -1.05 0.26
H 3.3116 -1.2781 -2.1373 0.00 -0.03 -0.67 0.25
H 1.0822 1.9438 -0.8252 0.46 -0.59 0.27 0.23
H 1.7158 1.2378 0.6799 -0.02 0.00 0.24 0.20
H 3.7358 0.8921 -0.4693 -0.21 0.90 -0.37 0.23
H 2.8798 1.0220 -2.0026 0.39 1.55 -2.86 0.22
```
Positions in Å, forces in eV/Å.

Summary:
* HOMO energy: -7.860 eV
* LUMO: -0.11 eV
* gap between HOMO and LUMO: 7.753 eV
* spin multiplicity: 1
* SMILES string: NC(=S)c1c2n(c3c(-c4ccccc4)ncnc13)CCC2



(3)
C16H14N7O4S4Sc as an isolated structure. Source: OMol25; level of theory: the ωB97M-V functional and the def2-TZVPD basis.

Structure (XYZ):
```
46
Properties=species:S:1:pos:R:3:forces:R:3:nbo_charge:R:1
Sc 0.1388 0.5623 -0.3989 -0.62 -0.43 -0.43 1.66
C -4.3014 3.1371 -2.5161 -0.01 0.15 -0.06 -0.75
S -4.3996 1.3992 -2.0913 0.03 -0.04 -0.08 0.29
C -2.7132 0.9008 -2.0840 -0.34 -0.25 0.22 -0.10
S -1.4276 1.9089 -2.4492 0.21 -0.05 0.11 -0.15
N -2.6428 -0.3835 -1.7330 0.55 0.15 0.05 -0.50
N -1.3299 -0.7742 -1.5380 -0.43 -0.37 -0.08 -0.30
C -1.0670 -1.9979 -1.7830 0.17 -0.01 0.07 0.07
C 0.2882 -2.5015 -1.5148 -0.28 0.00 -0.04 0.17
C 0.6544 -3.7782 -1.9166 0.15 0.10 0.11 -0.22
C 1.9519 -4.2024 -1.6711 -0.10 -0.02 -0.04 -0.14
C 2.8228 -3.3421 -1.0316 0.05 0.13 0.08 -0.25
C 2.3693 -2.0843 -0.6537 -0.05 -0.12 0.00 0.09
N 1.1294 -1.6621 -0.8861 -0.11 0.05 -0.14 -0.48
H -5.3343 3.4782 -2.5737 -0.01 0.01 0.01 0.23
H -3.8207 3.2816 -3.4808 0.01 -0.05 0.01 0.24
H -3.7692 3.7050 -1.7576 0.02 -0.04 0.02 0.24
H -1.8256 -2.6557 -2.2011 0.04 0.02 -0.03 0.21
H -0.0642 -4.4130 -2.4136 -0.03 -0.02 -0.02 0.23
H 2.2737 -5.1886 -1.9766 0.00 -0.02 0.00 0.23
H 3.8439 -3.6224 -0.8171 0.00 -0.02 -0.01 0.23
H 3.0264 -1.3961 -0.1445 0.05 0.00 0.01 0.22
O 0.9960 3.9933 1.2471 -0.10 -0.01 -0.10 -0.57
C 0.7857 3.1173 0.4508 -0.04 -0.02 -0.03 0.68
O -0.2514 2.3094 0.4170 0.37 0.37 0.36 -0.80
C 1.8705 2.7387 -0.6287 0.04 -0.10 0.09 0.68
O 2.8949 3.3609 -0.7355 -0.07 -0.05 -0.16 -0.58
O 1.5999 1.5963 -1.2570 0.41 0.44 0.28 -0.83
N -3.2352 -0.9865 1.0362 0.05 0.03 -0.21 -0.80
C -2.2709 -0.6131 1.8947 0.22 -0.02 -0.40 0.29
N -1.0310 -0.2863 1.5640 -0.09 0.03 0.35 -0.58
C -0.3026 -0.0177 2.7263 0.09 0.05 -0.05 0.11
C -0.9685 -0.1430 3.8916 0.01 0.00 -0.13 -0.43
S -2.5987 -0.6035 3.5888 0.00 0.00 0.17 0.40
C 1.1078 0.3693 2.6171 -0.17 0.01 0.11 0.20
C 1.9115 0.7534 3.6333 0.01 -0.04 -0.15 -0.45
S 3.4892 1.0948 3.0350 0.02 -0.01 0.16 0.45
C 2.9657 0.6949 1.4507 0.04 0.04 -0.33 0.27
N 1.7008 0.3511 1.3664 -0.01 -0.07 0.08 -0.60
N 3.8191 0.6941 0.3839 -0.01 0.10 0.08 -0.81
H -3.1281 -0.8006 0.0311 -0.06 0.04 0.09 0.43
H -4.1775 -1.0499 1.3796 0.01 0.02 -0.01 0.40
H -0.5963 0.0113 4.8876 -0.02 0.00 0.05 0.25
H 1.6680 0.8725 4.6732 0.01 0.01 0.04 0.25
H 4.6097 1.3146 0.4787 0.03 -0.01 0.01 0.41
H 3.3379 0.8578 -0.4995 -0.02 0.03 -0.03 0.44
```
Positions in Å, forces in eV/Å.

Summary:
* HOMO energy: -8.069 eV
* LUMO: -0.93 eV
* gap between HOMO and LUMO: 7.142 eV
* spin multiplicity: 1



(4)
C16H15BF4FeN4O5S2 as an isolated structure. Source: OMol25; level of theory: the ωB97M-V functional and the def2-TZVPD basis.

Structure (XYZ):
```
48
Properties=species:S:1:pos:R:3:forces:R:3:mulliken_spin:R:1
Fe 0.1106 0.0596 0.1780 0.03 0.15 0.08 3.81
O -6.6017 -1.2223 2.0825 0.06 0.07 -0.25 0.00
C -6.2775 -0.9372 0.9098 -0.14 -0.03 0.01 0.00
O -6.9938 -0.7765 -0.1044 0.15 -0.03 0.23 0.00
C -4.7539 -0.7544 0.6709 -0.04 0.00 0.02 0.00
C -4.2566 -0.5125 -0.6033 -0.01 0.01 -0.03 0.00
C -2.8939 -0.3547 -0.7923 0.03 0.00 0.01 0.02
N -2.0242 -0.4113 0.2184 0.03 -0.05 -0.05 0.01
C -2.4905 -0.6491 1.4516 0.03 0.04 0.00 0.02
C -3.8368 -0.8317 1.7142 -0.03 -0.01 0.01 0.00
C -1.4279 -0.7529 2.5382 0.06 -0.08 0.01 -0.01
O -1.7574 -1.0931 3.6730 0.04 0.05 -0.11 0.01
O -0.2258 -0.5367 2.1394 -0.09 0.06 0.08 0.03
H -4.9519 -0.4575 -1.4303 0.01 0.00 0.02 0.00
H -2.4697 -0.1881 -1.7770 -0.02 -0.01 0.06 0.00
H -4.1737 -1.0358 2.7203 0.00 0.01 -0.01 0.00
O -0.5175 2.0130 0.5658 -0.06 0.07 0.03 0.05
N 0.1702 3.0851 0.2459 0.03 -0.07 -0.03 -0.01
C -0.2778 4.2688 0.7151 0.01 -0.01 -0.01 0.00
C 0.3616 5.4450 0.4316 -0.01 0.00 0.01 0.00
C 1.5097 5.3987 -0.3666 0.02 0.01 -0.01 0.00
C 1.9555 4.1903 -0.8338 0.00 -0.01 0.00 0.00
C 1.2918 2.9789 -0.5382 -0.05 0.06 0.03 -0.01
S 1.7786 1.4521 -1.0831 0.00 -0.05 0.04 0.05
H -1.1694 4.1789 1.3167 0.00 0.00 0.00 0.00
H -0.0306 6.3715 0.8256 0.00 -0.01 0.00 0.00
H 2.0433 6.3083 -0.6144 -0.01 -0.01 0.00 0.00
H 2.8387 4.1161 -1.4527 -0.01 0.00 0.01 0.00
S 2.2425 -1.6505 0.4461 0.04 -0.01 -0.02 0.02
C 1.1141 -2.9150 0.5863 -0.11 -0.13 -0.09 0.02
N 0.7778 -3.6564 -0.4790 0.00 -0.04 0.18 0.00
C -0.4268 -4.4835 -0.5056 0.11 0.05 0.01 0.00
C -0.6291 -5.1083 0.8614 0.03 -0.01 -0.01 0.00
C -0.6607 -4.0038 1.9002 0.07 0.04 0.00 0.00
N 0.5401 -3.1814 1.7736 -0.07 -0.05 -0.02 0.00
H 1.1231 -3.2984 -1.3609 -0.01 -0.02 -0.08 0.00
H -0.3031 -5.2362 -1.2825 0.02 -0.03 -0.02 0.00
H -1.2878 -3.8730 -0.7822 -0.04 0.03 -0.02 0.00
H 0.1900 -5.8002 1.0798 -0.01 0.00 0.00 0.00
H -1.5654 -5.6668 0.8842 -0.01 0.00 0.00 0.00
H -0.6873 -4.4095 2.9106 0.00 0.00 0.04 0.00
H -1.5567 -3.3887 1.7748 -0.02 0.00 -0.02 0.00
H 0.6029 -2.3852 2.4009 0.02 0.01 0.07 0.00
F -0.0781 -1.1108 -1.7619 -0.07 -0.11 -0.31 -0.03
B -0.2250 -1.8375 -3.0048 -0.33 0.15 0.11 0.01
F 0.9504 -2.5920 -3.1926 -0.04 0.02 -0.07 0.00
F -0.4380 -0.9288 -4.0398 0.12 -0.25 0.18 0.00
F -1.3231 -2.7118 -2.8643 0.26 0.20 -0.08 0.00
```
Positions in Å, forces in eV/Å.

Summary:
* HOMO energy (spin up / spin down): -3.027 / -2.964 eV
* LUMO (spin up / spin down): 4.19 / 4.19 eV
* gap between HOMO and LUMO (spin up / spin down): 7.215 / 7.150 eV
* total charge: -2
* spin multiplicity: 5



(5)
C16H15BrCl4O2SiY as an isolated structure. Source: OMol25; level of theory: the ωB97M-V functional and the def2-TZVPD basis.

Structure (XYZ):
```
40
Properties=species:S:1:pos:R:3:forces:R:3:nbo_charge:R:1
Y 0.2704 1.3577 -0.3204 -0.10 -0.10 0.41 2.23
Cl -0.1984 2.4566 6.4753 -0.01 0.02 -0.03 0.01
C -0.1665 2.7129 4.7620 0.02 -0.05 0.07 -0.10
C -0.6533 3.8884 4.2195 -0.04 0.07 0.00 -0.10
Cl -1.3006 5.1251 5.2462 0.01 -0.03 -0.01 0.01
C -0.6238 4.0806 2.8323 0.05 0.03 0.00 -0.15
Cl -1.2338 5.5371 2.1204 0.01 -0.03 0.03 0.01
C -0.0994 3.1154 1.9827 0.00 0.03 -0.15 0.31
O -0.0506 3.2506 0.6628 0.05 0.13 0.15 -0.90
C 0.3996 1.9016 2.5442 0.10 -0.15 0.03 0.24
O 0.8846 0.9848 1.7156 -0.20 0.12 -0.09 -0.88
C 0.3536 1.7220 3.9210 0.00 0.03 -0.03 -0.12
Cl 0.9509 0.2276 4.5586 -0.01 0.05 0.00 0.01
C -1.0910 -1.9581 -2.4629 0.02 -0.02 -0.11 -1.11
Si -1.8404 -1.4520 -0.8143 0.07 -0.11 0.06 1.64
C -3.5222 -2.2996 -0.7141 -0.05 -0.08 -0.04 -1.11
C -0.8020 -2.2250 0.5603 0.03 -0.07 0.17 -1.11
C -1.8887 0.3676 -0.6455 -0.07 0.10 -0.07 -1.61
H -1.0681 -3.0479 -2.5550 -0.01 0.01 -0.01 0.22
H -0.0665 -1.5958 -2.5881 -0.02 0.02 0.03 0.24
H -1.6879 -1.5663 -3.2923 0.03 -0.01 -0.01 0.22
H -3.4219 -3.3858 -0.8031 -0.04 0.01 0.01 0.22
H -4.1827 -1.9539 -1.5140 0.01 -0.01 0.00 0.22
H -4.0140 -2.0812 0.2370 0.02 0.00 0.00 0.23
H -0.4223 -3.2053 0.2576 -0.04 -0.01 0.01 0.23
H -1.4184 -2.3707 1.4530 0.01 -0.01 -0.02 0.23
H 0.0593 -1.6365 0.8907 -0.01 0.06 -0.11 0.24
H -2.4035 0.6403 0.2893 0.00 0.01 0.00 0.24
H -2.4718 0.8089 -1.4656 0.02 0.01 0.00 0.24
Br 4.4239 -3.0198 -3.8433 0.04 -0.06 -0.04 0.01
C 3.4397 -1.6348 -2.9856 -0.04 0.06 -0.02 -0.09
C 2.8920 -0.6196 -3.7539 0.04 -0.05 0.09 -0.26
C 2.1719 0.3794 -3.1102 0.06 0.00 -0.03 -0.20
C 1.9796 0.4200 -1.7209 0.04 0.01 -0.23 -0.60
C 2.5643 -0.6365 -1.0042 0.06 -0.07 -0.09 -0.24
C 3.2849 -1.6633 -1.6138 0.02 0.04 0.01 -0.24
H 3.0243 -0.6236 -4.8280 -0.02 0.02 -0.01 0.21
H 1.7397 1.1548 -3.7385 0.01 0.00 0.00 0.19
H 2.4682 -0.6873 0.0809 -0.02 0.01 0.00 0.21
H 3.7208 -2.4682 -1.0360 -0.01 0.01 0.03 0.22
```
Positions in Å, forces in eV/Å.

Summary:
* HOMO energy: -4.966 eV
* LUMO: 2.43 eV
* gap between HOMO and LUMO: 7.396 eV
* total charge: -1
* spin multiplicity: 1



(6)
C16H15BrRuTe as an isolated structure. Source: OMol25; level of theory: the ωB97M-V functional and the def2-TZVPD basis.

Structure (XYZ):
```
34
Properties=species:S:1:pos:R:3:forces:R:3:mulliken_spin:R:1
C -1.9618 -0.8191 -1.0498 -0.67 -0.14 1.13 0.16
C -1.5931 -1.3136 0.2618 -0.70 0.25 0.17 0.01
C -1.7575 -0.2266 1.2009 -1.36 -0.11 -0.42 0.04
H -1.2415 -2.3136 0.5085 -0.16 0.32 -0.11 0.00
C -2.2184 0.9224 0.4664 -1.15 -1.11 0.49 0.15
C -2.3721 0.5414 -0.9007 0.03 0.17 0.25 0.02
H -2.7815 1.1874 -1.6691 0.26 -0.14 0.01 0.02
H -1.8883 -1.3493 -1.9876 -0.03 -0.07 0.09 0.02
H -1.6010 -0.2597 2.2790 0.09 -0.07 -0.47 -0.01
H -2.4596 1.8992 0.8769 0.19 -0.28 -0.09 0.00
Ru -0.1155 0.2420 -0.3035 0.78 -0.18 -2.44 2.91
Br 1.9952 -0.3848 -1.2787 1.22 -0.67 -1.09 0.21
C 2.6240 0.6873 -4.5115 0.54 -3.46 -0.16 0.24
C 1.5515 1.4855 -5.0103 -2.39 -0.84 -1.24 0.34
C 0.5630 0.6072 -5.5512 0.74 1.05 0.35 -0.07
H 1.5067 2.5717 -4.9960 -0.06 -0.29 0.04 0.02
C 1.0315 -0.7335 -5.3977 -0.06 1.04 0.02 0.40
C 2.3001 -0.6846 -4.7473 1.42 2.20 0.47 0.02
H 2.9232 -1.5381 -4.4964 -0.22 0.27 0.06 0.00
H 3.5372 1.0549 -4.0517 -0.31 -0.14 -0.01 0.01
H -0.3734 0.9066 -6.0160 0.27 -0.07 0.18 0.00
H 0.5246 -1.6342 -5.7354 0.07 0.23 0.13 0.03
Te 1.1311 1.5416 1.3660 1.69 2.09 2.38 0.40
C 0.6861 0.8738 3.3227 0.25 0.65 -0.28 0.05
C -0.3833 1.3837 4.0757 0.50 -1.00 0.37 -0.01
C -0.6914 0.7446 5.2880 0.22 0.15 -0.30 0.00
C 0.0840 -0.3378 5.7307 0.07 0.05 -0.05 0.02
C 1.2051 -0.7733 4.9989 -0.08 0.38 -0.13 0.00
C 1.5368 -0.1380 3.7987 -0.83 -0.03 0.40 0.00
H -0.9445 2.2375 3.6959 0.01 -0.31 0.16 0.00
H -1.5423 1.1104 5.8689 0.28 -0.24 -0.03 0.00
H -0.1717 -0.8353 6.6686 0.05 0.13 -0.26 0.00
H 1.8238 -1.6025 5.3509 -0.24 0.24 0.05 0.00
H 2.3985 -0.4210 3.1835 -0.40 -0.06 0.36 0.00
```
Positions in Å, forces in eV/Å.

Summary:
* HOMO energy (spin up / spin down): -1.551 / -3.793 eV
* LUMO (spin up / spin down): 2.98 / 0.82 eV
* gap between HOMO and LUMO (spin up / spin down): 4.536 / 4.611 eV
* total charge: -1
* spin multiplicity: 6